This record from OMol25 describes a single C15H31N3O3S molecule in a non-equilibrium geometry. The level of theory is wB97M-V/def2-TZVPD.

Geometry as ORCA input:
```
! RIJCOSX wB97M-V def2-TZVPD def2/J DEFGRID3
* xyz 0 1
C -6.754 -0.404 -0.423
C -5.738 0.561 -1.021
C -5.014 1.359 0.046
S -3.764 0.344 0.891
O -2.994 1.226 1.729
O -4.384 -0.785 1.522
N -2.863 -0.209 -0.416
C -2.502 -1.612 -0.383
C -1.310 -1.864 0.539
C -0.131 -1.000 0.101
C -0.539 0.479 0.096
C 0.627 1.296 -0.441
O 0.812 1.484 -1.627
N 1.438 1.783 0.520
C 2.720 2.373 0.222
C 3.871 1.490 0.728
N 3.673 0.092 0.389
C 3.877 -0.158 -1.032
C 3.581 -1.596 -1.439
C 4.377 -0.810 1.284
C 5.909 -0.769 1.225
C -1.772 0.663 -0.794
H -7.195 -1.021 -1.201
H -6.270 -1.047 0.307
H -7.551 0.143 0.075
H -4.991 0.006 -1.592
H -6.244 1.249 -1.704
H -5.685 1.716 0.824
H -4.459 2.196 -0.366
H -3.380 -2.155 -0.033
H -2.267 -1.919 -1.407
H -1.604 -1.604 1.558
H -1.040 -2.921 0.513
H 0.724 -1.146 0.766
H 0.174 -1.280 -0.911
H -0.798 0.795 1.110
H 1.278 1.508 1.476
H 2.758 2.499 -0.861
H 2.796 3.359 0.692
H 4.816 1.897 0.329
H 3.906 1.562 1.819
H 3.182 0.490 -1.568
H 4.900 0.111 -1.348
H 2.627 -1.912 -1.026
H 4.355 -2.282 -1.105
H 3.524 -1.653 -2.523
H 4.036 -1.823 1.067
H 4.055 -0.570 2.302
H 6.266 -1.040 0.234
H 6.320 -1.475 1.942
H 6.280 0.224 1.469
H -2.129 1.691 -0.720
H -1.502 0.459 -1.835
*
```

## Properties
Energy relative to the best compared isomer or geometry (same formula, charge and spin) ... 0.9 kcal/mol
HOMO level ... -8.5 eV
LUMO level ... 0.8 eV
Largest force on an atom ... 1.08 eV/Å
E ... -37506.5688 eV
Structure (SMILES) ... CCCS(=O)(=O)N1CCC[C@@H](C(=O)NCCN(CC)CC)C1